Record 1
Here is a structure of composition C23H39CoN7O5 from the OMol25 dataset. Energies are from the ωB97M-V functional and the def2-TZVPD basis.

Results
strongest force on any atom	0.059	hartree/bohr
2S+1	2
energy above the lowest of the compared OMol25 structures with the same formula, charge and spin	0.351	eV
frontier orbital gap (alpha / beta)	6.7 / 6.9	eV

Each line ends with the Mulliken charge.
CARTESIAN COORDINATES (ANGSTROEM)
Co 0.5769 0.8180 0.8000  3.16
C -2.5799 1.6996 1.9885  -0.89
C -2.1582 0.2574 2.2740  0.06
N -0.7201 0.0775 2.4288  -0.13
C -0.1867 0.4013 3.7436  -0.94
C 1.2969 -0.0055 3.8036  -0.91
N 2.0126 0.3514 2.5779  -0.04
C 3.2110 1.1865 2.7213  -0.98
C 3.1280 2.5213 1.9812  -0.22
C 1.9397 3.3733 2.4235  -0.93
N 0.7102 2.9604 1.7459  -0.11
C 0.0739 3.9551 0.8859  -0.59
C -0.4668 3.2682 -0.3752  -1.08
N -1.0910 1.9958 -0.0319  -0.10
C -2.4468 2.0744 0.5059  -0.83
H -2.0150 2.3920 2.6108  0.26
H -3.6348 1.8048 2.2554  0.54
H -2.4625 -0.3493 1.4205  -0.56
H -2.6868 -0.1031 3.1708  0.58
H -0.5156 -0.9052 2.2639  0.25
H -0.7386 -0.1144 4.5462  0.48
H -0.2855 1.4723 3.9259  0.44
H 1.3441 -1.0880 3.9696  0.39
H 1.7518 0.4747 4.6772  0.42
H 2.2832 -0.5024 2.1039  0.11
H 4.0734 0.6433 2.3308  0.40
H 3.3973 1.3792 3.7826  0.42
H 3.0328 2.3413 0.9121  -0.09
H 4.0625 3.0545 2.1568  0.53
H 2.1505 4.4272 2.2090  0.36
H 1.8202 3.2822 3.5096  0.36
H 0.0272 2.6872 2.4401  -0.17
H 0.7986 4.7128 0.5792  0.42
H -0.7458 4.4680 1.4111  0.31
H 0.3842 3.0501 -1.0198  0.31
H -1.1626 3.9458 -0.8964  0.57
H -1.1074 1.3945 -0.8504  0.06
H -3.0888 1.3889 -0.0551  0.38
H -2.8459 3.0888 0.3698  0.42
O 2.7612 -5.7547 -1.0861  -0.70
C 2.9753 -4.7514 -1.7523  0.30
O 3.5302 -4.5269 -2.8163  -0.70
C 2.3610 -3.4424 -1.0785  0.17
C 1.2231 -3.5581 -0.2955  -0.96
C 0.7065 -2.4221 0.2991  -0.73
N 1.2402 -1.2191 0.1300  0.83
C 2.3177 -1.1111 -0.6445  0.79
C 2.9258 -2.1968 -1.2613  -1.02
C 2.8459 0.3203 -0.8573  -0.05
O 4.0040 0.4763 -1.2011  -0.74
O 1.9714 1.2145 -0.6619  -0.82
H 0.7803 -4.5304 -0.1473  0.52
H -0.1711 -2.4940 0.9293  0.38
H 3.8164 -2.0516 -1.8513  0.62
C 0.2781 -0.0552 -3.1774  -1.06
N -0.9234 -0.8568 -3.1914  0.42
C -1.2755 -1.3757 -4.4963  -0.62
C -2.1903 -2.5853 -4.3855  -0.75
C -3.3182 -2.2340 -3.4286  -0.57
N -2.7520 -1.8578 -2.1546  0.21
C -3.5640 -2.0991 -0.9881  -0.88
C -1.6268 -1.0817 -2.0546  -0.03
O -1.2939 -0.6147 -0.9650  -0.61
H 1.1347 -0.6619 -3.4816  0.42
H 0.4631 0.3271 -2.1781  -0.13
H 0.1712 0.7809 -3.8732  0.43
H -0.3490 -1.6480 -5.0127  0.35
H -1.7634 -0.5830 -5.0832  0.30
H -1.6293 -3.4345 -3.9931  0.32
H -2.5872 -2.8488 -5.3650  0.37
H -3.9765 -3.0933 -3.2787  0.35
H -3.9240 -1.4106 -3.8408  0.27
H -3.8332 -3.1562 -0.9429  0.43
H -4.4826 -1.4989 -1.0087  0.32
H -2.9842 -1.8438 -0.1044  -0.09

Record 2
Here is a structure of composition C23H39F6IrO2P2Si4 from the OMol25 dataset. Energies are from the ωB97M-V functional and the def2-TZVPD basis.

Results
total charge	+1
strongest force on any atom	0.065	hartree/bohr
2S+1	2
energy above the lowest of the compared OMol25 structures with the same formula, charge and spin	0.691	eV
frontier orbital gap (alpha / beta)	6.8 / 6.8	eV

Each line ends with the Mulliken charge.
CARTESIAN COORDINATES (ANGSTROEM)
Ir -0.0638 0.0529 0.5582  1.45
O -0.4708 -3.1043 -2.7479  -0.54
C -0.3713 -2.5299 -1.7047  0.45
O 0.7966 -2.2074 -1.1451  -0.23
C -1.5618 -2.1254 -0.8673  -1.56
P -1.2500 -1.8378 0.9308  0.28
C -0.6031 -3.3636 1.6674  -0.28
C -0.6471 -4.5000 0.8580  -0.68
C -0.0590 -5.6949 1.2329  -0.88
C 0.6319 -5.7291 2.4376  -0.92
C 0.6280 -4.6278 3.2672  -0.50
C -0.0405 -3.4216 2.9720  1.93
C -2.9461 -1.5216 1.4987  1.15
C -3.6673 -0.4413 0.9877  -0.55
C -4.9707 -0.2205 1.4003  -0.84
C -5.5633 -1.0687 2.3257  -0.56
C -4.8539 -2.1447 2.8348  -0.81
C -3.5489 -2.3725 2.4240  -0.51
H -2.3365 -2.8818 -1.0062  0.66
H -1.9938 -1.1994 -1.2620  0.70
H -1.1438 -4.4462 -0.1012  0.60
H -0.1247 -6.5708 0.6032  0.52
H 1.1313 -6.6352 2.7551  0.48
H 1.1171 -4.6996 4.2346  0.41
H 1.0308 -2.1682 3.2057  0.20
H -3.2202 0.2450 0.2852  0.32
H -5.5212 0.6202 1.0004  0.45
H -6.5818 -0.8923 2.6448  0.40
H -5.3170 -2.8141 3.5474  0.44
H -3.0127 -3.2308 2.7967  0.41
C 3.4495 1.4446 -1.1357  -0.91
Si 3.5903 1.1956 0.7057  1.14
C 5.2089 0.4010 1.2058  -1.22
C 3.2715 2.7483 1.7053  -1.16
Si 1.8524 -0.1561 1.6392  -0.50
Si 1.8970 -1.0436 3.7661  0.49
C 3.3657 -1.9540 4.4719  -1.23
C 0.8914 -0.0095 4.9588  -1.18
C -0.8561 -2.8953 4.1485  -2.09
Si 2.2707 -2.9084 -1.7442  0.56
C 3.3923 -2.5223 -0.2973  -0.35
C 2.7575 -2.0344 -3.3058  -1.29
C 2.0644 -4.7403 -1.9002  -1.03
H 3.9969 2.3493 -1.4120  0.45
H 2.4180 1.5764 -1.4606  0.16
H 3.8917 0.6142 -1.6882  0.21
H 6.0002 1.1515 1.1213  0.41
H 5.4882 -0.4437 0.5764  0.36
H 5.1926 0.0680 2.2461  0.30
H 3.8920 3.5534 1.3025  0.42
H 3.5423 2.6136 2.7544  0.33
H 2.2319 3.0812 1.6490  0.30
H 3.9714 -1.3345 5.1343  0.42
H 4.0168 -2.3244 3.6776  0.31
H 3.0115 -2.8073 5.0513  0.41
H 1.5499 0.7175 5.4401  0.44
H 0.4359 -0.6188 5.7387  0.38
H 0.1111 0.5510 4.4405  0.30
H -1.6546 -3.6064 4.3521  0.46
H -1.2909 -1.9136 3.9596  0.35
H -0.2359 -2.8272 5.0387  0.58
H 3.7403 -1.4891 -0.3310  -0.50
H 4.2756 -3.1647 -0.3088  0.59
H 2.8722 -2.7125 0.6486  0.06
H 3.7957 -1.7000 -3.2687  0.39
H 2.1288 -1.1582 -3.4733  0.33
H 2.6402 -2.6904 -4.1692  0.38
H 1.6009 -5.1555 -1.0035  0.16
H 3.0473 -5.2054 -2.0092  0.43
H 1.4583 -5.0104 -2.7650  0.33
F -0.8008 2.1241 1.5366  -0.43
P -0.9481 2.9447 0.0865  1.43
F -0.0055 4.0709 0.6506  -0.32
F -0.9844 3.5585 -1.3548  -0.35
F -1.7489 1.5915 -0.4698  -0.39
F -2.2757 3.6038 0.5767  -0.32
F 0.4626 2.0317 -0.3437  -0.57

Record 3
Here is a structure of composition C23H39InN3O9SSi from the OMol25 dataset. Energies are from the ωB97M-V functional and the def2-TZVPD basis.

Results
total charge	+1
strongest force on any atom	0.080	hartree/bohr
2S+1	1
energy above the lowest of the compared OMol25 structures with the same formula, charge and spin	1.128	eV
frontier orbital gap (alpha / beta)	5.8 / 5.7	eV

Each line ends with the Mulliken charge.
CARTESIAN COORDINATES (ANGSTROEM)
In -1.2243 -1.3416 0.7819  1.32
O -3.3136 2.6072 1.1642  -0.55
C -2.8865 1.3444 0.9973  0.21
O -1.6931 1.0225 1.0761  -0.23
C -3.8735 0.3442 0.5887  0.46
C -5.2114 0.6311 0.3413  -0.72
C -6.0447 -0.4651 -0.0118  -0.44
C -5.4831 -1.7187 -0.2395  -0.91
C -4.1514 -1.9027 0.0792  0.69
N -3.2985 -0.8783 0.4029  0.09
C -3.4499 -3.1695 -0.1486  0.45
O -4.2064 -4.1351 -0.6146  -0.45
O -2.2411 -3.2815 0.0808  -0.58
H -2.7226 3.0477 1.8396  0.43
H -5.4990 1.7183 0.4001  0.46
H -7.1460 -0.2729 -0.0975  0.43
H -6.1329 -2.4266 -0.7440  0.49
H -3.6772 -4.9446 -0.7848  0.41
C 1.0015 2.3732 1.8804  -1.06
C 2.0905 1.4270 1.3179  1.45
C 2.6656 0.5560 2.4134  -1.35
C 3.0621 2.3533 0.6477  -1.24
O 1.4815 0.5157 0.3807  0.49
Si 1.0931 0.6072 -1.1894  -1.21
S -0.2151 -1.1242 -1.4753  -0.62
O 2.4764 0.5379 -2.0503  0.03
C 3.4616 -0.3768 -2.7144  1.66
C 2.7754 -1.1348 -3.8185  -1.46
C 4.5353 0.5801 -3.3021  -1.77
C 3.9826 -1.2299 -1.5999  -1.48
O 0.3508 1.9844 -1.4736  0.76
C -0.3189 2.7869 -2.5229  1.42
C 0.8208 3.3105 -3.4559  -1.15
C -0.9245 3.9272 -1.7920  -1.27
C -1.2343 1.7885 -3.2384  -1.16
H 1.4404 3.2519 2.4865  0.36
H 0.3730 1.8650 2.5819  0.32
H 0.4190 2.7520 0.9918  -0.13
H 3.2561 1.1378 3.1196  0.41
H 3.3781 -0.2156 1.9110  0.21
H 1.8807 0.0197 2.9322  0.13
H 3.6752 2.9326 1.3981  0.51
H 2.4799 3.0599 0.0259  0.24
H 3.8185 1.8575 -0.0266  0.12
H 2.4943 -0.4512 -4.6025  0.40
H 1.8430 -1.6934 -3.5356  0.18
H 3.5463 -1.8117 -4.2555  0.42
H 4.1933 1.1979 -4.0856  0.39
H 5.3117 -0.0530 -3.6574  0.51
H 5.0566 1.1776 -2.5075  0.31
H 3.2642 -1.9748 -1.2903  0.28
H 4.3405 -0.7411 -0.7360  0.34
H 4.8530 -1.8786 -1.8284  0.44
H 1.4347 4.0840 -3.0215  0.36
H 0.4969 3.7656 -4.4487  0.34
H 1.4671 2.3941 -3.5920  0.07
H -0.3111 4.2041 -0.8999  0.20
H -1.9204 3.6696 -1.4524  0.28
H -1.0557 4.8959 -2.3863  0.36
H -0.6646 1.0929 -3.8019  0.29
H -1.9474 2.1702 -4.0027  0.37
H -1.7419 1.2154 -2.4378  0.06
C 0.4506 -4.1556 3.5645  -1.52
C -0.0935 -2.9151 3.0782  0.56
N 0.4596 -2.3513 1.9733  0.36
O 1.4266 -3.1458 1.3592  -0.51
C -1.1176 -2.1904 3.8133  0.09
C -1.6292 -2.5568 5.1639  -1.51
N -1.7765 -1.2538 3.0037  0.42
O -2.3454 -0.2574 3.5479  -0.66
H 0.9410 -4.6891 2.7037  0.43
H -0.3367 -4.8219 4.0620  0.37
H 1.1862 -4.0701 4.3826  0.31
H 1.8059 -2.5673 0.6571  0.22
H -2.3445 -3.4178 5.1731  0.29
H -2.0765 -1.7187 5.6451  0.43
H -0.7804 -2.8739 5.8755  0.34